C58H103BrClN4O6P | the ωB97M-V functional and the def2-TZVPD basis

Last column: Mulliken spin population.
Positions of all 174 atoms, in Å:
Br (1.11171, 4.83759, 1.63732)  0.0000
Cl (-3.61563, 1.98236, 0.83358)  0.0001
P (-0.98038, 2.37645, -5.18504)  0.0000
O (-1.90310, 1.40864, -5.80016)  0.0000
O (-7.69044, -1.62126, 4.00119)  0.5852
O (0.47413, 2.10847, -5.73413)  0.0000
O (-1.46876, 3.85197, -5.50919)  0.0000
O (15.20007, 2.84259, 0.61956)  0.5437
O (-13.63597, -4.07250, 2.41764)  0.5728
N (16.49846, 2.77036, 0.60554)  0.3716
N (-14.26488, -5.01347, 3.05881)  0.3496
N (-1.27153, 0.65647, -3.18204)  0.0000
N (-8.37943, -1.57777, 2.89741)  0.3310
C (-17.11970, -4.90341, 2.35836)  -0.0157
C (-15.23071, -4.37929, 4.00817)  0.0153
C (-14.83005, -5.97259, 2.05884)  0.0389
C (-9.43475, 0.05744, 1.32774)  0.0184
C (0.90801, -1.79412, -2.55445)  0.0000
C (0.50498, 4.57883, -3.38739)  0.0000
C (-0.69619, 3.15754, 0.18163)  0.0000
C (-14.60811, -3.18857, 4.73986)  -0.0215
C (-9.00024, -0.22201, 2.78041)  0.0210
C (-13.79310, -6.33724, 0.99596)  -0.0057
C (-16.49237, -3.87734, 3.29471)  0.0208
C (-1.36154, 0.32555, 0.54824)  -0.0002
C (18.35052, 1.21478, -0.02226)  0.0034
C (-2.78691, 0.41451, 1.15847)  0.0008
C (18.52908, 4.22335, 0.76025)  0.0112
C (7.26395, -1.93625, -2.66977)  0.0000
C (3.44219, -2.12249, -2.58560)  0.0000
C (-16.08118, -5.42259, 1.36873)  0.0160
C (-0.28798, -2.12997, -1.63551)  0.0000
C (1.81319, 3.18616, -0.57070)  0.0000
C (-0.85321, 2.79775, -2.33977)  0.0000
C (16.91820, 4.55150, -1.11972)  0.0190
C (10.64991, 2.62614, -0.85519)  0.0007
C (0.07316, 6.88141, -3.08380)  0.0000
C (-1.33600, 5.26350, -2.07124)  0.0000
C (0.83498, 5.88534, -3.63922)  0.0000
C (-7.98548, 0.87682, 3.09284)  -0.0099
C (-3.74832, -0.66965, 0.65365)  -0.0012
C (-1.35808, 0.12673, -1.97471)  -0.0001
C (8.28550, -0.99649, -2.01253)  0.0000
C (-15.60867, -5.38523, 5.13240)  0.0157
C (0.81509, 3.20855, 0.58406)  0.0000
C (10.18692, 0.66410, -2.49117)  0.0000
C (16.34968, 5.18439, 1.22227)  -0.0098
C (5.87144, -1.30082, -2.89850)  0.0000
C (16.90603, 1.69142, -0.34651)  0.0270
C (-1.01811, 6.57121, -2.30328)  0.0000
C (-10.21616, -0.05518, 3.69541)  0.0245
C (11.46571, 3.95328, -0.85234)  0.0011
C (-1.03707, 1.96072, -3.39848)  0.0000
C (16.80989, 2.14754, -1.80800)  0.0219
C (-0.93018, 2.27086, -1.01894)  0.0000
C (16.03712, 0.44175, -0.19432)  -0.0060
C (-10.53574, -2.53803, 3.75460)  0.0386
C (-8.61910, -4.03735, 3.32183)  -0.0097
C (-1.21589, 0.91829, -0.84309)  0.0003
C (17.46521, 3.49700, -2.07663)  -0.0198
C (-9.30763, -2.75106, 2.86316)  0.0194
C (2.22385, -1.70114, -1.74184)  0.0000
C (-15.18320, -7.31651, 2.72661)  0.0132
C (-9.74894, -3.03876, 1.39940)  0.0209
C (-1.60233, -1.36531, -1.95913)  -0.0001
C (10.17716, 2.20999, -2.27786)  -0.0002
C (17.04548, 4.13964, 0.34938)  0.0243
C (-0.57137, 4.23806, -2.59504)  0.0000
C (-11.22193, -1.19340, 3.54738)  -0.0265
C (8.82537, 0.08742, -2.95973)  0.0000
C (4.78590, -1.78230, -1.89868)  0.0000
H (-15.34229, -5.00344, 6.11784)  0.0017
H (18.55258, 3.41945, -1.98754)  0.0002
H (-4.75052, -0.52332, 1.05825)  0.0015
H (-7.08902, 0.76919, 2.47670)  0.0030
H (-2.69551, 0.25623, 2.23609)  -0.0001
H (5.95500, -0.20986, -2.92982)  0.0000
H (-14.34355, -7.69550, 3.31226)  -0.0080
H (-1.37594, 0.05405, -3.99951)  0.0000
H (-14.18220, -7.12343, 0.34924)  0.0003
H (-1.09837, -0.73244, 0.51800)  0.0000
H (1.09787, 3.76505, -3.80635)  0.0000
H (-17.94560, -4.44273, 1.81243)  0.0017
H (15.30433, 5.32477, 0.94977)  0.0010
H (-9.27116, -2.37754, 0.67908)  -0.0137
H (-13.67840, -3.47329, 5.23761)  -0.0009
H (-17.22689, -3.56124, 4.03891)  0.0017
H (-8.61996, -0.14503, 0.62897)  -0.0060
H (11.44135, 4.43933, -1.83114)  -0.0002
H (-2.34028, -1.64591, -1.21064)  0.0000
H (-16.24983, -2.98285, 2.71102)  0.0021
H (1.68556, 6.10291, -4.27535)  0.0000
H (-0.51456, -3.19188, -1.78398)  0.0000
H (7.20197, -2.88477, -2.12490)  0.0000
H (17.26691, 3.80088, -3.10679)  0.0018
H (7.92841, -0.56004, -1.07114)  0.0000
H (17.43841, 5.49824, -1.28158)  0.0012
H (0.42709, 1.79765, -6.65198)  0.0000
H (-3.36652, -1.68281, 0.80537)  0.0001
H (-0.02954, -2.01528, -0.58115)  0.0000
H (-1.58843, 7.39325, -1.88565)  0.0000
H (-14.39809, -2.35242, 4.07278)  0.0046
H (-1.10622, 4.15285, 0.04908)  0.0000
H (16.39470, 4.90725, 2.27716)  0.0020
H (-17.55643, -5.72731, 2.92994)  0.0000
H (18.67660, 3.84483, 1.77335)  -0.0093
H (2.42610, -0.66480, -1.43214)  0.0000
H (1.74904, 2.29222, -1.19891)  0.0000
H (-8.41356, 1.85797, 2.88714)  0.0001
H (1.03428, 2.38803, 1.26960)  0.0000
H (4.59055, -0.99054, -1.16404)  0.0000
H (0.80755, -0.84193, -3.08912)  0.0000
H (-16.52672, -6.19975, 0.74385)  0.0000
H (7.66165, -2.19946, -3.65883)  0.0000
H (-15.80426, -4.60925, 0.68967)  0.0029
H (-10.70653, 0.89828, 3.48492)  0.0001
H (12.49296, 3.74987, -0.53806)  0.0051
H (3.37027, -1.66033, -3.57736)  0.0000
H (8.10320, 0.91125, -2.98999)  0.0000
H (0.34638, 7.91628, -3.26217)  0.0000
H (-11.70661, -1.15880, 2.56746)  0.0004
H (1.03081, -2.57032, -3.31663)  0.0000
H (8.97028, -0.30321, -3.97235)  0.0000
H (11.05460, 4.65563, -0.11936)  0.0003
H (-2.18411, 5.00055, -1.44322)  0.0000
H (-16.05639, -7.26330, 3.37496)  0.0008
H (19.19643, 3.68142, 0.09171)  0.0009
H (19.03517, 1.36705, -0.85843)  0.0000
H (10.53003, 0.22100, -1.55062)  0.0000
H (18.37627, 0.15354, 0.22461)  0.0005
H (-11.25456, -3.34296, 3.58284)  -0.0058
H (-10.30388, -0.51941, 1.01619)  0.0017
H (5.53154, -1.61794, -3.89302)  0.0000
H (-10.24202, -2.61464, 4.80748)  -0.0013
H (16.03085, 0.08902, 0.83860)  0.0002
H (-3.85847, -0.51123, -0.42830)  -0.0002
H (-0.63609, 0.83531, 1.18538)  -0.0001
H (16.84014, 6.15126, 1.10959)  0.0002
H (-16.67751, -5.60426, 5.15066)  0.0001
H (-13.54083, -5.49386, 0.35412)  -0.0008
H (-12.01953, -1.07361, 4.28337)  0.0031
H (11.32993, 1.85126, -0.48811)  -0.0002
H (-9.71223, 1.10556, 1.20877)  0.0006
H (-15.29951, -2.82297, 5.49942)  0.0002
H (-1.19983, 2.73923, 1.05001)  0.0000
H (-9.46299, -4.04250, 1.08486)  0.0024
H (-12.87357, -6.70615, 1.45508)  0.0000
H (-9.89148, -0.00468, 4.73996)  0.0082
H (9.17362, 2.62404, -2.42838)  0.0000
H (10.96895, 0.47034, -3.23226)  0.0000
H (1.77311, 4.11490, -1.14079)  0.0000
H (2.81497, 3.17351, -0.12394)  0.0000
H (-15.07363, -6.32834, 5.04890)  -0.0120
H (2.15277, -2.29088, -0.82093)  0.0000
H (17.25549, 1.38749, -2.45409)  0.0034
H (16.43222, -0.35754, -0.82211)  0.0007
H (18.76985, 1.71046, 0.85008)  -0.0075
H (9.14441, -1.62487, -1.73354)  0.0000
H (-7.68166, 0.87956, 4.13882)  -0.0002
H (-15.41688, -8.06669, 1.97055)  0.0001
H (15.00625, 0.60979, -0.50528)  0.0029
H (15.86684, 4.73762, -1.36402)  0.0048
H (3.38500, -3.21030, -2.72158)  0.0000
H (10.84790, 2.71398, -2.98108)  0.0000
H (5.15359, -2.66141, -1.36251)  0.0000
H (-10.82954, -2.95714, 1.26919)  0.0011
H (-9.29160, -4.88305, 3.17690)  0.0008
H (-2.01369, -1.67540, -2.92642)  0.0000
H (-7.70971, -4.22539, 2.74699)  -0.0030
H (9.79332, 2.70909, -0.18058)  -0.0001
H (18.86914, 5.25938, 0.74770)  0.0004
H (-8.35771, -4.01697, 4.37935)  0.0008
H (15.75630, 2.21301, -2.10092)  0.0035
H (-2.32066, 3.96682, -5.05553)  0.0000

Results
Net charge: +1
Kohn-Sham gap (spin up / spin down) (hartree): 0.20596 / 0.23555
Lowest unoccupied orbital energy (spin up / spin down) (Eh): -0.142 / -0.142
Multiplicity: 4
E_tot (Ha): -6317.500761
<S²>: 3.76